# C4H8O2

The molecule C4H8O2 (ωB97M-V with the def2-TZVPD basis set, the OMol25 dataset).

Positions of all 14 atoms, in Å:
C1 1.497 0.627 0.113
C2 0.646 -0.623 -0.046
O1 -0.006 -1.061 1.180
C3 -1.242 -0.489 0.749
C4 -0.742 -0.384 -0.692
O2 -1.017 0.796 -1.389
H1 0.902 1.500 0.408
H2 2.257 0.464 0.880
H3 2.001 0.884 -0.827
H4 1.237 -1.457 -0.436
H5 -1.363 0.519 1.177
H6 -2.130 -1.087 0.972
H7 -1.045 -1.211 -1.338
H8 -0.996 1.522 -0.751

## Properties
energy relative to the best compared isomer or geometry (same formula, charge and spin) = 43.7 kcal/mol
2S+1 = 1
HOMO = -9.853 eV
strongest force on any atom = 0.0089 hartree/bohr
structure (SMILES) = C[C@H]1OC[C@H]1O
calculated total energy = -8371.387 eV